Record 1
Entry from OMol25: a single C17H29NO2 molecule (ωB97M-V/def2-TZVPD).

The LUMO energy is 0.8207 eV. The calculation puts the energy above the lowest of the compared OMol25 structures with the same formula, charge and spin at 0.824 eV. The calculated total energy comes out at -870.3919 Ha. Its SMILES is CC(C)(C)c1ccccc1OCCCCCNCCO. The HOMO energy comes out at -0.310 hartree.

CARTESIAN COORDINATES (ANGSTROEM)
C -1.8668 -3.1883 -0.1386
C -1.4672 -1.7093 -0.0935
C -0.6465 -1.4904 1.1851
C -0.6100 -1.4295 -1.3357
C -2.6703 -0.7735 -0.0652
C -3.9670 -1.2641 -0.0305
C -5.0762 -0.4357 0.0262
C -4.9022 0.9307 0.0608
C -3.6229 1.4564 0.0249
C -2.5092 0.6279 -0.0471
O -1.2362 1.1262 -0.0987
C -1.0338 2.5166 -0.2298
C 0.4433 2.7550 -0.5357
C 1.3456 2.3305 0.6207
C 2.8327 2.4772 0.2916
C 3.3790 1.4297 -0.6993
N 3.9178 0.2150 -0.1221
C 2.9721 -0.6775 0.5261
C 3.6184 -2.0621 0.6219
O 3.9827 -2.5350 -0.6478
H -2.4365 -3.4735 0.7429
H -2.4473 -3.4138 -1.0302
H -0.9652 -3.7971 -0.1640
H 0.2249 -2.1417 1.1879
H -1.2523 -1.7178 2.0603
H -0.3133 -0.4609 1.2571
H -1.2021 -1.5748 -2.2372
H 0.2362 -2.1132 -1.3655
H -0.2366 -0.4115 -1.3286
H -4.1364 -2.3274 -0.0488
H -6.0669 -0.8641 0.0486
H -5.7511 1.5959 0.1161
H -3.5028 2.5276 0.0615
H -1.3148 3.0323 0.7000
H -1.6436 2.9142 -1.0526
H 0.5852 3.8165 -0.7478
H 0.6986 2.1935 -1.4355
H 1.1138 2.9512 1.4904
H 1.1196 1.2977 0.8805
H 2.9980 3.4747 -0.1222
H 3.4125 2.4100 1.2164
H 4.1934 1.8797 -1.2754
H 2.5980 1.1342 -1.4034
H 4.6778 0.4370 0.5144
H 2.0884 -0.7452 -0.1118
H 2.6626 -0.3524 1.5310
H 2.9187 -2.7861 1.0458
H 4.5035 -2.0091 1.2762
H 4.3547 -1.7760 -1.1193

Record 2
Entry from OMol25: a single C17H29NO2 molecule (ωB97M-V/def2-TZVPD).

The LUMO energy is 0.8612 eV. The calculation puts the energy above the lowest of the compared OMol25 structures with the same formula, charge and spin at 0.204 eV. The calculated total energy comes out at -870.4147 Ha. Its SMILES is CC1=C[C@H](C)[C@@H](COC(=O)CN2CCCCC2)[C@H](C)C1. The HOMO energy comes out at -0.323 hartree.

CARTESIAN COORDINATES (ANGSTROEM)
C -4.6137 -2.5650 0.4903
C -3.7379 -1.3552 0.3701
C -3.9874 -0.2254 1.0149
C -3.1482 1.0170 0.9628
C -4.0097 2.2262 0.5789
C -1.9119 0.8764 0.0539
C -0.6905 0.5213 0.9144
O 0.4950 0.3650 0.1361
C 1.1357 1.4729 -0.2186
O 0.7806 2.5882 0.0649
C 2.3738 1.1526 -1.0409
N 3.2048 0.1752 -0.3705
C 4.2655 -0.3215 -1.2274
C 4.9953 -1.4702 -0.5383
C 5.5795 -0.9985 0.7883
C 4.4591 -0.4104 1.6380
C 3.7514 0.6994 0.8690
C -2.0876 -0.1475 -1.0787
C -3.0650 0.3406 -2.1460
C -2.5439 -1.4995 -0.5283
H -4.0254 -3.4253 0.8085
H -5.4131 -2.4022 1.2086
H -5.0574 -2.8075 -0.4755
H -4.8590 -0.1508 1.6525
H -2.7914 1.2054 1.9855
H -4.8417 2.3274 1.2727
H -4.4122 2.1192 -0.4238
H -3.4174 3.1373 0.6192
H -1.7006 1.8500 -0.4009
H -0.5236 1.3145 1.6514
H -0.8311 -0.4320 1.4256
H 2.8990 2.1031 -1.2457
H 2.0362 0.7275 -1.9910
H 3.8163 -0.6768 -2.1586
H 4.9882 0.4776 -1.4785
H 4.2827 -2.2752 -0.3538
H 5.7823 -1.8471 -1.1938
H 6.0575 -1.8294 1.3101
H 6.3386 -0.2342 0.6035
H 3.7334 -1.1906 1.8723
H 4.8536 -0.0112 2.5739
H 2.9287 1.0991 1.4671
H 4.4602 1.5262 0.6734
H -1.1084 -0.2785 -1.5536
H -3.0288 -0.3164 -3.0130
H -4.0817 0.3388 -1.7627
H -2.8120 1.3471 -2.4718
H -1.7277 -1.9733 0.0251
H -2.7901 -2.1644 -1.3597

Record 3
Entry from OMol25: a molecular structure, C17H30AlCl8F3INO11P2 in a non-equilibrium geometry (ωB97M-V/def2-TZVPD).

The LUMO energy is -4.1571 eV. The calculated total energy comes out at -6751.5947 Ha. The HOMO energy comes out at -0.213 hartree.

CARTESIAN COORDINATES (ANGSTROEM)
C 0.0967 1.9378 3.5697
C -0.4000 0.5970 2.8284
C 0.7572 -0.4928 2.5500
N 1.2063 -0.5625 1.1078
P 0.6157 -1.9880 0.2693
I 0.8818 -1.5392 -2.1785
C 1.6169 -3.5815 0.6067
F 1.3405 -4.4654 -0.5178
F 1.2073 -4.2761 1.8062
F 3.0166 -3.3125 0.7480
P -1.4944 -2.4529 0.6072
O -1.7179 -3.5668 1.6604
O -2.1103 -3.0262 -0.9088
O -2.4561 -1.1122 1.0522
H 0.7453 2.6127 2.8824
H -0.7698 2.6073 3.9478
H 0.7941 1.6100 4.4449
H -0.8564 0.9105 1.8023
H -1.2668 0.0688 3.3953
H 0.4875 -1.5682 2.9179
H 1.6883 -0.1791 3.1778
H 2.2506 -0.6565 1.1201
H -2.4436 -2.1841 -1.3395
H -2.7588 -1.3339 1.9820
O 1.1706 4.7271 4.1821
H 1.6072 5.2806 4.8427
H 1.5955 4.9765 3.3509
O -0.8829 1.3504 -1.2246
H -0.1715 1.0269 -1.8100
H -1.1558 2.1978 -1.6302
C 5.3009 -1.2858 2.5362
Cl 6.1837 -2.6281 1.7768
Cl 6.4282 -0.3004 3.4924
Cl 4.5526 -0.2781 1.2753
Cl 4.0298 -1.9343 3.5958
C -5.1971 -0.0437 -1.1173
C -6.0908 0.3262 -2.2494
O -5.1730 0.6915 -3.2797
C -4.0046 0.0661 -3.0043
O -3.0597 0.0164 -3.7614
O -4.0217 -0.5062 -1.7731
H -5.6269 -0.8264 -0.4882
H -4.9379 0.8129 -0.4934
H -6.6955 -0.5153 -2.5961
H -6.7510 1.1596 -2.0027
O -7.2612 -1.8017 -1.0814
H -7.2871 -2.5323 -1.6901
O 1.0756 -2.9866 5.1047
C 0.8180 -4.1742 5.5855
C 2.2149 -5.0236 5.6914
O 1.9500 -6.2222 6.1341
H 0.1259 -4.8104 5.0091
H 0.3710 -4.2218 6.5925
H 2.8882 -4.3982 6.3017
H 2.6835 -4.9461 4.6952
Al -0.3849 0.6934 -3.3551
C -3.4380 3.4856 0.8883
Cl -2.5317 4.1072 2.2722
Cl -4.8097 2.5115 1.4400
Cl -3.9931 4.8152 -0.1397
H -2.7708 2.8482 0.2975
C 4.5416 2.2415 -5.7456
C 4.9819 2.6287 -7.0079
C 4.0601 2.9828 -7.9891
C 2.6973 2.9590 -7.7047
C 2.2572 2.5754 -6.4412
C 3.1786 2.2124 -5.4628
H 5.2604 1.9622 -4.9817
H 6.0446 2.6538 -7.2275
H 4.4035 3.2783 -8.9752
H 1.9789 3.2398 -8.4681
H 1.1944 2.5585 -6.2191
H 2.8348 1.9080 -4.4792
Cl -0.6143 3.0957 -0.1977